Below is a single C2H4ClNOS molecule at a distorted geometry, with properties calculated with wB97M-V/def2-TZVPD.

Structure (XYZ):
```
10
Properties=species:S:1:pos:R:3:forces:R:3
O -0.1957 -2.2447 -0.7128 0.656 -0.885 -0.303
C -0.5884 -1.3763 0.0019 -0.719 0.103 -0.578
N -0.4071 -0.0592 -0.1624 1.296 3.223 -0.751
C 0.5181 0.6281 -1.0067 3.456 -3.147 0.564
S 2.3928 1.0529 0.1718 -2.492 0.466 -1.266
Cl 3.3098 -0.6945 -0.0897 0.170 -0.566 -0.116
H -1.3172 -1.4414 0.7820 -0.610 -1.077 1.114
H -0.8023 0.5419 0.5543 -0.013 -0.331 -0.194
H 1.0739 -0.0213 -1.7899 -1.387 0.830 1.528
H 0.1773 1.5123 -1.4573 -0.356 1.384 0.001
```
Forces are in eV/Å.

Output
- Structure (SMILES): O=CNCSCl
- ΔE to the lowest compared entry with this formula, charge and spin: 26.4 kcal per mole
- E_HOMO: -0.329 Eh
- HOMO-LUMO gap: 0.326 Ha